{
  "formula": "C16H19BN2O2S4SbYb",
  "method": "ωB97M-V/def2-TZVPD",
  "s_squared": 0.751,
  "multiplicity": 2,
  "fmax_ha_per_bohr": 0.045,
  "charge": 0,
  "relative_energy_kj_mol": 2.1,
  "gap_ev": [7.78, 7.80],
  "species": ["Yb", "S", "S", "S", "S", "O", "B", "O", "C", "C", "C", "C", "C", "C", "H", "H", "H", "H", "N", "C", "N", "C", "C", "C", "C", "C", "C", "H", "H", "H", "H", "H", "H", "C", "Sb", "C", "C", "H", "H", "H", "H", "H", "H", "H", "H", "H"],
  "xyz": [[13.5289, 11.5124, 5.3139], [15.9624, 11.2375, 4.4314], [16.0425, 11.9923, 6.3515], [14.9235, 10.5075, 7.4172], [13.0934, 11.2986, 7.8942], [10.3053, 11.4563, 3.6093], [11.2782, 11.2555, 4.5812], [10.5765, 11.0983, 5.8887], [9.2565, 11.2256, 5.5848], [8.2118, 11.0762, 6.4645], [6.9065, 11.2485, 5.8836], [6.7557, 11.5612, 4.5569], [7.8644, 11.6808, 3.7035], [9.1013, 11.4651, 4.2467], [8.3379, 10.8708, 7.5117], [6.0237, 11.1412, 6.4917], [5.7553, 11.6973, 4.1552], [7.7758, 12.0092, 2.6725], [13.9256, 16.1351, 5.1020], [14.2808, 14.8401, 4.8293], [13.2366, 14.0299, 4.8292], [12.1166, 14.8726, 5.0044], [10.7584, 14.5666, 5.0479], [9.8411, 15.5864, 5.3441], [10.3265, 16.9024, 5.6453], [11.6787, 17.1944, 5.5380], [12.5610, 16.1635, 5.2253], [14.5658, 16.9019, 5.1619], [15.2841, 14.5075, 4.6592], [10.3967, 13.5622, 4.8857], [8.7904, 15.3401, 5.3635], [9.6239, 17.6769, 5.8886], [12.1155, 18.1948, 5.6592], [15.3599, 7.6511, 5.6137], [13.3768, 8.2027, 5.1618], [12.5578, 7.0517, 6.6774], [13.1890, 6.7272, 3.6620], [15.6422, 6.8778, 4.8769], [15.3803, 7.1854, 6.5812], [16.0219, 8.4884, 5.5664], [13.2995, 6.2641, 6.9147], [11.5758, 6.6067, 6.4481], [12.4190, 7.5781, 7.6035], [13.3336, 5.7813, 4.1532], [13.9248, 6.9577, 2.9023], [12.1677, 6.7336, 3.2475]],
  "forces_ev_per_a": [[0.3, 0.4, 0.3], [0.3, 0.2, -0.4], [-0.1, -0.1, 0.3], [0.5, 0.0, 0.3], [0.1, 0.3, -0.1], [0.1, 0.1, 0.0], [-1.0, -0.2, 0.8], [0.6, 0.1, -1.6], [0.3, -0.6, 1.5], [-1.9, 0.5, -1.2], [1.4, -0.3, 1.1], [0.0, 0.1, -0.8], [-0.4, 0.3, -0.2], [-0.8, 0.1, -0.7], [0.2, -0.1, 0.1], [-0.1, 0.0, 0.2], [0.2, 0.0, 0.0], [-0.1, -0.3, 0.0], [0.7, -1.0, -0.5], [-1.3, 0.1, 0.5], [0.4, 0.2, -0.3], [0.4, -0.9, 0.4], [-0.9, 0.6, 0.3], [1.7, 0.2, 0.2], [0.1, -1.1, -0.8], [0.3, 0.5, 0.1], [-0.8, 0.4, 0.0], [0.1, 0.2, 0.0], [0.4, 0.0, 0.1], [0.1, 0.1, -0.1], [-0.1, 0.2, 0.1], [-0.1, 0.2, 0.1], [-0.6, -0.3, 0.2], [0.1, -1.0, -0.7], [0.2, 1.1, -0.3], [-0.5, -1.3, 0.9], [-1.1, 0.4, -0.3], [0.1, 0.4, 0.3], [0.1, -0.1, 0.6], [0.5, 0.4, 0.0], [-0.5, 0.1, -0.3], [0.5, 0.1, -0.2], [0.0, 0.6, 0.4], [0.4, -0.5, 0.0], [0.1, -0.3, -0.2], [0.5, 0.0, 0.0]]
}